1.
The following is a DFT calculation (wB97M-V/def2-TZVPD) of C32H48CaNO27 as an isolated structure in a non-equilibrium geometry.

Last column: Löwdin charge in e.
Cartesian coordinates (Å):
Ca  2.265  -2.176  2.039  1.684
N  -0.124  -0.828  0.948  -0.530
O  -0.032  -1.322  2.104  -0.149
O  0.959  -0.933  0.283  -0.145
O  -1.151  -0.359  0.503  0.089
C  6.679  -3.940  -2.956  -0.002
C  5.309  -3.299  -2.872  -0.312
C  4.148  -4.272  -3.144  -0.061
O  3.138  -3.811  -2.261  0.096
C  3.676  -3.050  -1.317  -0.552
O  3.104  -2.652  -0.334  0.019
O  4.955  -2.797  -1.584  0.104
H  6.771  -4.418  -3.930  0.104
H  6.793  -4.757  -2.235  0.096
H  7.483  -3.260  -2.684  0.095
H  5.216  -2.475  -3.587  0.152
H  4.444  -5.286  -2.871  0.145
H  3.967  -4.232  -4.215  0.151
C  -4.095  -2.094  -0.921  -0.003
C  -3.638  -2.463  0.476  -0.296
C  -4.048  -1.442  1.540  -0.090
O  -5.073  -2.087  2.277  0.098
C  -5.155  -3.381  1.952  -0.571
O  -5.805  -4.203  2.513  0.169
O  -4.341  -3.650  0.902  0.073
H  -5.180  -2.003  -0.981  0.110
H  -3.807  -2.839  -1.665  0.084
H  -3.638  -1.147  -1.220  0.072
H  -2.594  -2.775  0.515  0.132
H  -4.417  -0.527  1.085  0.123
H  -3.161  -1.184  2.116  0.097
C  2.813  1.183  -2.123  -0.008
C  4.216  0.987  -1.530  -0.315
C  5.305  0.703  -2.571  -0.082
O  6.357  1.569  -2.168  0.093
C  5.969  2.366  -1.150  -0.554
O  6.624  3.182  -0.614  0.195
O  4.673  2.126  -0.829  0.065
H  2.742  2.088  -2.724  0.100
H  2.114  1.213  -1.290  0.068
H  2.651  0.328  -2.782  0.078
H  4.128  0.180  -0.798  0.140
H  5.014  0.805  -3.617  0.140
H  5.579  -0.353  -2.514  0.109
C  -1.901  -2.166  7.071  -0.013
C  -1.347  -1.407  5.865  -0.317
C  -2.048  -1.709  4.559  -0.110
O  -2.229  -0.413  4.001  0.038
C  -1.974  0.534  4.910  -0.542
O  -2.125  1.693  4.688  0.174
O  -1.585  -0.021  6.087  0.099
H  -1.404  -1.982  8.021  0.086
H  -1.808  -3.244  6.886  0.088
H  -2.973  -2.045  7.226  0.097
H  -0.270  -1.550  5.722  0.147
H  -3.017  -2.218  4.589  0.145
H  -1.431  -2.400  3.977  0.116
C  -0.637  -3.492  -2.016  -0.005
C  -0.903  -2.146  -2.644  -0.323
C  0.346  -1.374  -3.035  -0.103
O  0.003  -0.816  -4.299  0.058
C  -1.052  -1.465  -4.817  -0.579
O  -1.432  -1.332  -5.939  0.174
O  -1.637  -2.244  -3.881  0.101
H  -0.335  -3.278  -0.996  0.073
H  0.073  -4.099  -2.581  0.089
H  -1.522  -4.132  -2.007  0.093
H  -1.441  -1.517  -1.932  0.112
H  1.256  -1.964  -3.157  0.126
H  0.451  -0.546  -2.334  0.104
C  -1.023  2.686  -1.918  -0.016
C  -2.234  2.715  -2.869  -0.303
C  -2.643  1.304  -3.284  -0.067
O  -4.026  1.232  -2.907  0.084
C  -4.406  2.390  -2.343  -0.567
O  -5.506  2.628  -1.970  0.192
O  -3.357  3.222  -2.196  0.080
H  -0.150  2.311  -2.450  0.078
H  -1.208  2.065  -1.040  0.068
H  -0.854  3.707  -1.573  0.090
H  -1.990  3.320  -3.745  0.159
H  -2.047  0.555  -2.764  0.110
H  -2.532  1.204  -4.362  0.142
C  -1.574  3.623  1.783  -0.026
C  -2.884  3.328  1.097  -0.325
C  -3.263  1.872  1.358  -0.145
O  -4.571  1.903  1.839  0.091
C  -4.983  3.188  1.959  -0.523
O  -6.020  3.541  2.381  0.201
O  -3.988  4.056  1.575  0.109
H  -1.278  4.670  1.629  0.090
H  -0.727  3.043  1.411  0.066
H  -1.593  3.535  2.872  0.086
H  -2.768  3.533  0.032  0.121
H  -2.543  1.402  2.034  0.106
H  -3.097  1.299  0.435  0.110
C  2.300  4.095  0.332  -0.008
C  2.969  3.608  1.582  -0.284
C  2.221  3.933  2.893  -0.034
O  1.777  2.640  3.338  0.102
C  2.314  1.675  2.606  -0.566
O  2.189  0.491  2.781  0.055
O  3.037  2.176  1.612  0.093
H  1.354  3.574  0.173  0.076
H  2.870  4.000  -0.589  0.080
H  2.092  5.156  0.491  0.103
H  3.975  4.021  1.650  0.160
H  1.359  4.583  2.784  0.134
H  2.915  4.331  3.631  0.141

Forces on atoms 1 to 3 (eV/Å):
Ca -1.3 2.2 -1.6
N 0.5 -0.4 -0.5
O -0.2 -0.7 1.0

## Properties
Kohn-Sham gap = 6.879 eV
highest occupied orbital energy = -0.4494 Ha
energy above the lowest of the compared OMol25 structures with the same formula, charge and spin = 51.6 kcal per mole
charge = +1

2.
The following is a DFT calculation (wB97M-V/def2-TZVPD) of C32H48F3O16Pb as an isolated structure in a non-equilibrium geometry.

Last column: Löwdin charge in e.
Cartesian coordinates (Å):
Pb  -0.218  0.191  -0.406  1.709
C  -2.203  -0.756  -3.257  -0.469
O  -3.472  -0.856  -2.591  -0.095
O  -1.220  -0.792  -2.380  -0.272
C  -2.149  -1.916  -4.273  -0.544
F  -2.103  -3.132  -3.704  0.131
F  -3.194  -1.921  -5.124  0.131
F  -1.052  -1.797  -5.052  0.129
C  -4.584  -0.215  -3.192  -0.279
C  -5.840  -0.713  -2.534  -0.062
H  -5.765  -0.702  -1.448  0.045
H  -6.719  -0.154  -2.858  0.084
H  -6.014  -1.752  -2.829  0.081
H  -4.603  -0.222  -4.284  0.115
H  -4.445  0.863  -2.990  0.121
H  -2.180  0.191  -3.832  0.164
O  1.841  1.923  0.487  0.044
C  2.698  2.101  1.305  -0.457
O  3.839  1.384  1.317  0.022
C  4.682  1.759  2.413  -0.140
C  3.758  2.528  3.355  -0.141
C  2.697  3.120  2.422  -0.050
H  5.527  2.370  2.091  0.128
H  5.090  0.878  2.907  0.121
H  4.235  3.201  4.064  0.122
H  3.241  1.804  3.990  0.094
H  2.993  4.123  2.112  0.132
H  1.715  3.167  2.884  0.126
O  -2.625  0.933  0.048  0.001
C  -3.747  0.779  0.449  -0.448
O  -4.783  1.450  -0.070  0.055
C  -5.968  1.122  0.656  -0.156
C  -5.488  0.680  2.040  -0.130
C  -4.159  -0.005  1.689  -0.041
H  -6.578  0.342  0.198  0.114
H  -6.592  2.012  0.722  0.130
H  -6.228  -0.009  2.444  0.116
H  -5.371  1.530  2.708  0.118
H  -4.252  -1.072  1.497  0.124
H  -3.342  0.186  2.382  0.111
O  -0.233  2.634  -1.439  0.019
C  0.138  3.682  -1.892  -0.457
O  -0.605  4.472  -2.659  0.055
C  0.147  5.573  -3.223  -0.111
C  1.605  5.318  -2.825  -0.140
C  1.522  4.279  -1.703  -0.067
H  -0.246  6.465  -2.737  0.127
H  -0.030  5.543  -4.292  0.128
H  2.177  6.205  -2.564  0.114
H  2.117  4.885  -3.690  0.111
H  1.680  4.806  -0.761  0.127
H  2.283  3.509  -1.769  0.099
O  1.661  -1.409  0.566  0.016
C  2.413  -2.228  1.016  -0.449
O  1.993  -3.477  1.274  0.040
C  3.051  -4.289  1.833  -0.129
C  4.315  -3.525  1.519  -0.152
C  3.868  -2.067  1.436  -0.058
H  3.073  -5.294  1.422  0.131
H  2.853  -4.324  2.905  0.129
H  4.740  -3.797  0.551  0.122
H  5.102  -3.674  2.258  0.121
H  4.461  -1.436  0.784  0.116
H  3.822  -1.613  2.432  0.130
O  1.696  0.179  -2.010  -0.008
C  2.742  0.514  -2.491  -0.457
O  2.859  1.577  -3.295  0.021
C  4.225  1.756  -3.778  -0.109
C  4.913  0.446  -3.408  -0.140
C  4.122  -0.033  -2.196  -0.057
H  4.576  2.618  -3.210  0.127
H  4.148  1.933  -4.845  0.130
H  5.964  0.583  -3.160  0.119
H  4.838  -0.241  -4.250  0.124
H  4.469  0.472  -1.291  0.125
H  4.109  -1.109  -2.051  0.129
O  -0.494  0.567  2.282  0.030
C  -0.205  0.267  3.403  -0.451
O  1.027  0.535  3.897  0.012
C  1.134  0.149  5.276  -0.147
C  -0.048  -0.784  5.548  -0.136
C  -1.024  -0.487  4.417  -0.057
H  1.118  1.050  5.894  0.128
H  2.101  -0.312  5.475  0.123
H  -0.414  -0.621  6.559  0.119
H  0.249  -1.833  5.500  0.117
H  -1.790  0.208  4.776  0.138
H  -1.513  -1.357  3.991  0.132
O  -1.337  -1.855  0.694  -0.019
C  -1.856  -2.884  0.331  -0.448
O  -2.917  -3.373  0.995  0.037
C  -3.444  -4.512  0.295  -0.132
C  -2.372  -4.940  -0.722  -0.124
C  -1.443  -3.737  -0.847  -0.043
H  -4.388  -4.242  -0.180  0.126
H  -3.637  -5.331  0.984  0.121
H  -2.793  -5.226  -1.684  0.116
H  -1.915  -5.839  -0.308  0.112
H  -1.643  -3.057  -1.679  0.101
H  -0.385  -3.945  -0.712  0.133

Forces on atoms 1 to 3 (eV/Å):
Pb -1.0 -0.3 -1.1
C -0.5 0.9 0.4
O -0.3 -0.8 -0.2

## Properties
Kohn-Sham gap = 8.023 eV
highest occupied orbital energy = -0.3612 Ha
energy above the lowest of the compared OMol25 structures with the same formula, charge and spin = 12.7 kcal per mole
charge = +1

3.
The following is a DFT calculation (wB97M-V/def2-TZVPD) of one molecule with the formula C32H48N4O2.

Last column: Löwdin charge in e.
Cartesian coordinates (Å):
C  -1.857  0.838  -3.139  -0.026
C  -1.870  -0.693  -3.256  -0.547
C  -1.656  -1.070  -4.724  -0.065
C  -3.237  -1.234  -2.815  -0.035
C  -0.789  -1.247  -2.344  -0.161
C  -0.880  -1.032  -0.971  -0.006
C  0.105  -1.467  -0.109  -0.014
C  1.238  -2.116  -0.590  -0.153
C  2.315  -2.466  0.383  -0.463
O  2.095  -2.675  1.561  0.063
N  3.553  -2.522  -0.161  0.064
C  4.756  -2.714  0.606  -0.172
C  5.771  -1.592  0.373  -0.164
C  5.422  -0.305  1.123  -0.203
N  4.096  0.196  0.818  -0.169
C  3.582  1.056  1.867  -0.164
C  2.126  1.407  1.561  -0.166
N  1.945  2.071  0.281  -0.188
C  2.334  3.477  0.236  -0.191
C  1.409  4.262  -0.705  -0.157
C  0.043  4.528  -0.080  -0.180
N  -0.625  3.292  0.249  0.079
C  -1.969  3.186  0.291  -0.464
O  -2.719  4.097  -0.015  0.062
C  -2.469  1.858  0.753  -0.145
C  -3.674  1.374  0.251  -0.018
C  -4.163  0.150  0.660  -0.039
C  -3.484  -0.628  1.598  -0.179
C  -4.036  -1.990  1.986  -0.554
C  -5.443  -1.816  2.575  -0.041
C  -4.100  -2.869  0.728  -0.039
C  -3.166  -2.706  3.022  -0.060
C  -2.308  -0.112  2.131  -0.029
C  -1.804  1.108  1.714  -0.022
C  2.560  1.261  -0.757  -0.141
C  4.017  0.887  -0.454  -0.162
C  1.314  -2.377  -1.954  -0.027
C  0.315  -1.952  -2.812  -0.014
H  -2.616  1.269  -3.787  0.089
H  -0.886  1.231  -3.436  0.090
H  -2.056  1.159  -2.120  0.064
H  -1.663  -2.149  -4.856  0.086
H  -2.461  -0.653  -5.325  0.084
H  -0.718  -0.669  -5.101  0.083
H  -3.237  -2.322  -2.835  0.093
H  -4.013  -0.876  -3.488  0.087
H  -3.482  -0.908  -1.809  0.053
H  -1.729  -0.511  -0.561  0.086
H  0.016  -1.297  0.953  0.103
H  3.671  -2.238  -1.120  0.120
H  5.210  -3.674  0.331  0.119
H  4.455  -2.756  1.655  0.122
H  6.750  -1.925  0.722  0.111
H  5.853  -1.400  -0.699  0.101
H  6.201  0.454  0.918  0.123
H  5.448  -0.525  2.193  0.120
H  3.623  0.514  2.814  0.125
H  4.182  1.981  1.967  0.127
H  1.722  2.039  2.356  0.122
H  1.558  0.473  1.524  0.109
H  2.252  3.897  1.241  0.124
H  3.374  3.608  -0.093  0.111
H  1.278  3.704  -1.633  0.108
H  1.873  5.220  -0.945  0.113
H  -0.601  5.090  -0.764  0.121
H  0.168  5.133  0.829  0.126
H  -0.014  2.498  0.400  0.098
H  -4.212  1.971  -0.470  0.123
H  -5.093  -0.201  0.239  0.112
H  -6.124  -1.372  1.855  0.076
H  -5.406  -1.171  3.451  0.091
H  -5.845  -2.781  2.874  0.084
H  -4.464  -3.862  0.986  0.086
H  -3.110  -2.968  0.288  0.084
H  -4.768  -2.448  -0.019  0.074
H  -3.607  -3.673  3.257  0.086
H  -3.104  -2.134  3.945  0.086
H  -2.163  -2.881  2.639  0.085
H  -1.762  -0.659  2.882  0.105
H  -0.893  1.481  2.160  0.107
H  2.508  1.797  -1.707  0.122
H  1.972  0.344  -0.844  0.105
H  4.384  0.233  -1.247  0.114
H  4.650  1.797  -0.452  0.119
H  2.143  -2.939  -2.362  0.110
H  0.417  -2.178  -3.861  0.102

Forces on atoms 1 to 3 (eV/Å):
C 0.0 -0.2 0.0
C -0.1 0.1 -0.2
C 0.0 0.0 0.3

## Properties
Kohn-Sham gap = 9.006 eV
highest occupied orbital energy = -0.3085 Ha
structure (SMILES) = CC(C)(C)c1ccc(C(=O)NCCCN2CCN(CCCNC(=O)c3ccc(C(C)(C)C)cc3)CC2)cc1
energy above the lowest of the compared OMol25 structures with the same formula, charge and spin = 0.0 kcal per mole
charge = 0

4.
The following is a DFT calculation (wB97M-V/def2-TZVPD) of a 8-piece molecular cluster, C32H48O24 overall in a non-equilibrium geometry.

Last column: Löwdin charge in e.
Cartesian coordinates (Å):
C  -1.198  -1.335  2.777  0.038
C  -0.173  -2.118  3.549  -0.313
C  0.264  -1.779  4.820  -0.150
O  -0.554  -2.452  5.708  0.176
C  -0.969  -3.487  5.122  -0.635
O  -1.514  -4.513  5.540  0.116
O  -0.657  -3.438  3.863  0.116
H  -1.298  -1.810  1.827  0.071
H  -0.861  -0.288  2.589  0.098
H  -2.037  -1.263  3.360  0.062
H  0.725  -2.278  2.956  0.162
H  0.320  -0.797  4.874  0.094
H  1.354  -1.952  5.105  0.179
C  5.393  0.781  -0.908  -0.003
C  5.821  2.063  -0.413  -0.263
C  6.046  3.202  -1.430  -0.165
O  5.433  4.338  -1.070  0.116
C  4.610  4.058  -0.093  -0.602
O  3.872  4.901  0.426  0.110
O  4.831  2.849  0.289  0.091
H  4.522  0.792  -1.381  0.029
H  5.107  -0.013  -0.161  0.136
H  6.081  0.449  -1.491  0.043
H  6.868  2.155  0.127  0.193
H  5.404  2.909  -2.296  0.133
H  7.087  3.195  -1.872  0.162
C  2.534  -0.846  -2.997  0.024
C  2.181  -2.352  -3.301  -0.324
C  2.901  -2.941  -4.545  -0.085
O  3.647  -3.984  -4.088  0.112
C  3.546  -4.104  -2.806  -0.523
O  3.804  -5.009  -1.998  0.114
O  2.711  -3.140  -2.379  0.083
H  3.553  -0.653  -3.034  0.055
H  2.077  -0.584  -2.167  -0.002
H  2.097  -0.219  -3.917  0.138
H  1.075  -2.411  -3.502  0.162
H  3.606  -2.239  -5.084  0.173
H  2.278  -3.527  -4.984  0.078
C  -1.187  2.019  -4.658  0.016
C  -0.166  3.180  -4.366  -0.215
C  -0.004  3.441  -2.825  0.010
O  1.314  2.755  -2.449  0.060
C  1.963  2.527  -3.555  -0.626
O  3.144  2.167  -3.535  0.089
O  1.206  2.776  -4.593  0.081
H  -0.929  0.993  -4.331  0.099
H  -1.070  1.987  -5.698  0.057
H  -2.197  2.253  -4.495  0.071
H  -0.182  3.983  -4.935  0.102
H  -0.874  2.898  -2.399  0.106
H  -0.020  4.612  -2.664  0.176
C  -0.929  -4.194  -1.145  -0.052
C  -1.948  -5.035  -0.506  -0.249
C  -1.864  -5.008  1.036  -0.103
O  -2.715  -4.029  1.467  0.123
C  -3.431  -3.652  0.508  -0.627
O  -4.251  -2.698  0.519  0.074
O  -3.199  -4.247  -0.638  0.068
H  -1.107  -3.089  -0.838  0.099
H  -0.845  -4.087  -2.274  0.100
H  0.151  -4.279  -0.825  0.108
H  -2.137  -6.203  -0.827  0.207
H  -1.079  -5.130  1.642  0.098
H  -2.443  -5.907  1.432  0.163
C  -2.026  2.417  4.844  0.043
C  -3.628  1.950  4.879  -0.200
C  -4.403  2.339  3.667  -0.088
O  -4.909  1.077  3.210  0.063
C  -4.556  0.104  4.095  -0.618
O  -4.924  -1.064  4.010  0.130
O  -3.700  0.509  4.922  0.131
H  -1.555  2.512  5.804  0.081
H  -2.049  3.352  4.686  -0.013
H  -1.633  1.839  4.000  0.075
H  -3.934  2.370  5.759  0.116
H  -3.796  2.809  2.802  0.159
H  -5.152  3.055  3.805  0.111
C  0.424  3.147  1.180  -0.014
C  1.436  2.131  0.788  -0.270
C  1.958  1.236  1.832  -0.056
O  1.484  -0.102  1.485  0.021
C  0.845  -0.081  0.266  -0.559
O  0.298  -1.128  -0.256  0.032
O  0.882  1.085  -0.167  0.099
H  -0.048  3.461  0.250  0.063
H  1.019  4.039  1.787  0.164
H  -0.485  2.691  1.873  0.132
H  2.102  2.577  -0.028  0.160
H  1.899  1.231  2.803  0.074
H  3.146  1.111  1.676  0.175
C  -3.364  -0.816  -2.400  0.015
C  -3.898  0.266  -1.377  -0.388
C  -3.290  0.222  -0.015  -0.028
O  -2.886  1.611  0.158  0.126
C  -3.118  2.323  -0.799  -0.710
O  -2.911  3.467  -1.040  0.144
O  -3.754  1.554  -1.683  0.075
H  -4.067  -0.622  -3.274  0.095
H  -3.432  -1.961  -2.032  0.124
H  -2.371  -0.658  -2.737  0.038
H  -4.979  0.389  -1.339  0.162
H  -2.289  -0.338  -0.187  0.147
H  -4.049  -0.299  0.673  0.157

Forces on atoms 1 to 3 (eV/Å):
C 2.4 1.2 -0.2
C 0.7 -2.6 -4.3
C 4.0 -0.4 3.2

## Properties
Kohn-Sham gap = 10.361 eV
highest occupied orbital energy = -0.3733 Ha
structure (SMILES) = C[C@H]1COC(=O)O1.C[C@H]1COC(=O)O1.C[C@H]1COC(=O)O1.C[C@H]1COC(=O)O1.C[C@H]1COC(=O)O1.C[C@H]1COC(=O)O1.C[C@H]1COC(=O)O1.C[C@H]1COC(=O)O1
energy above the lowest of the compared OMol25 structures with the same formula, charge and spin = 338.3 kcal per mole
charge = 0

Which value of highest occupied orbital energy does entry 1 give?
-0.4494 Ha